#A
A single C21H27N3O4S molecule. Source: OMol25; level of theory: ωB97M-V/def2-TZVPD.

Last column: Löwdin charge in e.
Cartesian coordinates (Å):
C1 5.76 -2.46 0.13  0.00
N1 5.40 -1.08 0.30  -0.04
C2 6.27 -0.07 0.56  -0.28
C3 5.55 1.13 0.62  -0.48
C4 4.21 0.84 0.36  -0.02
C5 4.15 -0.53 0.15  -0.13
C6 2.96 -1.39 -0.03  -0.39
O1 2.83 -2.45 0.58  0.04
N2 2.01 -0.98 -0.90  -0.05
C7 2.06 0.15 -1.80  -0.13
H1 3.07 0.57 -1.80  0.12
C8 1.02 1.20 -1.42  -0.11
H2 0.68 1.73 -2.31  0.11
H3 1.44 1.94 -0.73  0.11
C9 -0.20 0.54 -0.75  -0.22
C10 -1.45 1.39 -0.98  -0.41
O2 -1.52 2.15 -1.92  0.06
N3 -2.46 1.26 -0.09  -0.04
C11 -2.59 0.33 1.00  -0.13
H4 -1.67 -0.22 1.18  0.12
C12 -3.73 -0.66 0.73  -0.05
H5 -3.85 -1.33 1.58  0.13
H6 -3.52 -1.26 -0.16  0.12
C13 -5.05 0.09 0.49  -0.51
C14 -4.85 1.12 -0.63  -0.05
C15 -3.67 2.04 -0.30  -0.12
H7 -3.48 2.74 -1.11  0.12
H8 -3.89 2.59 0.62  0.13
H9 -4.66 0.58 -1.56  0.14
H10 -5.76 1.71 -0.75  0.13
O3 -5.44 0.71 1.70  -0.05
C16 -6.82 0.48 1.87  -0.15
H11 -7.03 0.44 2.94  0.13
C17 -7.03 -0.85 1.15  -0.15
H12 -8.02 -0.97 0.71  0.13
O4 -6.08 -0.81 0.11  -0.04
H13 -6.83 -1.70 1.82  0.13
H14 -7.41 1.28 1.40  0.13
H15 -2.84 0.89 1.91  0.14
H16 0.00 0.43 0.32  0.14
C18 -0.40 -0.85 -1.36  -0.11
H17 -0.48 -0.74 -2.45  0.13
C19 0.78 -1.75 -1.00  -0.12
H18 0.63 -2.23 -0.03  0.12
H19 0.91 -2.55 -1.74  0.13
H20 -1.32 -1.31 -1.01  0.11
H21 1.86 -0.23 -2.81  0.13
H22 3.39 1.52 0.38  0.10
S1 6.59 2.46 0.96  1.01
C20 7.96 1.39 1.01  -0.41
C21 7.66 0.09 0.78  -0.11
H23 8.38 -0.71 0.77  0.10
H24 8.93 1.81 1.21  0.06
H25 6.58 -2.70 0.81  0.10
H26 6.09 -2.66 -0.89  0.10
H27 4.90 -3.09 0.36  0.08

Computed properties:
Gap between HOMO and LUMO   8.56 eV
Net charge   0
Structure (SMILES)   Cn1c(C(=O)N2CCC(C(=O)N3CCC4(CC3)OCCO4)CC2)cc2sccc21

***

#B
A single C21H27N3O4S molecule. Source: OMol25; level of theory: ωB97M-V/def2-TZVPD.

Last column: Löwdin charge in e.
Cartesian coordinates (Å):
C1 -8.45 0.93 0.29  -0.11
O1 -8.54 0.40 1.59  -0.18
C2 -8.08 -0.92 1.71  -0.22
C3 -6.55 -1.04 1.59  -0.07
C4 -6.12 -1.28 0.15  -0.46
O2 -6.90 -1.67 -0.70  0.05
N1 -4.81 -1.08 -0.14  -0.05
C5 -3.78 -0.59 0.75  -0.14
H1 -4.09 -0.64 1.79  0.12
C6 -3.39 0.84 0.37  -0.09
H2 -2.60 1.19 1.03  0.11
H3 -4.25 1.50 0.47  0.13
C7 -2.92 0.87 -1.10  -0.32
C8 -3.98 0.25 -2.00  -0.09
C9 -4.36 -1.15 -1.51  -0.13
H4 -5.18 -1.56 -2.11  0.12
H5 -3.49 -1.81 -1.58  0.13
H6 -3.59 0.19 -3.02  0.12
H7 -4.86 0.89 -2.01  0.13
H8 -2.74 1.91 -1.41  0.15
O3 -1.73 0.11 -1.27  -0.02
C10 -0.53 0.61 -0.88  -0.25
C11 -0.30 1.87 -0.35  -0.01
C12 0.99 2.25 -0.01  0.00
C13 2.07 1.39 -0.20  -0.14
C14 1.83 0.12 -0.72  -0.02
C15 0.55 -0.27 -1.05  0.01
H9 0.35 -1.25 -1.45  0.12
H10 2.64 -0.59 -0.84  0.11
C16 3.42 1.87 0.20  -0.45
O4 3.59 2.66 1.11  0.06
N2 4.44 1.39 -0.55  0.07
H11 4.27 0.69 -1.25  0.12
C17 5.82 1.61 -0.21  -0.12
C18 6.48 0.32 0.17  -0.37
C19 7.26 0.09 1.26  -0.35
S1 7.80 -1.54 1.29  1.03
C20 6.90 -1.81 -0.19  -0.64
N3 6.29 -0.77 -0.63  0.08
C21 6.88 -3.14 -0.85  -0.08
H12 6.42 -3.88 -0.19  0.08
H13 6.31 -3.08 -1.77  0.08
H14 7.89 -3.48 -1.06  0.08
H15 7.55 0.78 2.03  0.07
H16 5.85 2.32 0.62  0.12
H17 6.35 2.04 -1.07  0.13
H18 1.18 3.22 0.41  0.12
H19 -1.10 2.57 -0.20  0.11
H20 -2.90 -1.24 0.62  0.13
H21 -6.21 -1.88 2.19  0.13
H22 -6.11 -0.12 1.99  0.12
H23 -8.40 -1.23 2.71  0.12
H24 -8.55 -1.56 0.95  0.12
H25 -8.99 1.88 0.30  0.09
H26 -8.89 0.25 -0.45  0.09
H27 -7.40 1.11 -0.01  0.08

Computed properties:
Gap between HOMO and LUMO   9.37 eV
Net charge   0
Structure (SMILES)   COCCC(=O)N1CCC(Oc2ccc(C(=O)NCc3csc(C)n3)cc2)CC1

***

So which one wins? Going from most stable to least: #B, #A.

***

#A
2 unconnected molecules or ions with the total composition CH4NO3S. Source: OMol25; level of theory: ωB97M-V/def2-TZVPD.

Last column: Löwdin charge in e.
Cartesian coordinates (Å):
C1 -1.08 -0.20 -0.76  -0.20
N1 -0.27 1.21 0.90  -0.07
O1 2.36 -0.09 -0.99  -0.63
O2 1.51 -1.29 1.11  -0.61
O3 -1.19 0.14 0.58  -0.37
S1 2.09 -0.04 0.52  0.70
H1 -1.40 0.71 -1.37  0.08
H2 -1.79 -1.11 -0.94  0.11
H3 -0.05 -0.36 -0.94  0.00
H4 -0.18 1.03 1.91  0.00

Computed properties:
Gap between HOMO and LUMO (alpha / beta)   6.14 / 7.61 eV
Net charge   -1

***

#B
2 unconnected molecules or ions with the total composition CH4NO3S. Source: OMol25; level of theory: ωB97M-V/def2-TZVPD.

Last column: Löwdin charge in e.
Cartesian coordinates (Å):
C1 -1.60 1.18 -0.59  -0.31
N1 1.21 -1.98 0.29  -0.19
O1 -1.10 -0.54 1.43  -0.43
O2 -2.49 -1.20 -0.45  -0.40
O3 0.74 -1.24 -0.77  -0.40
S1 -1.45 -0.34 0.00  0.61
H1 -2.27 1.17 -1.54  0.03
H2 -0.63 1.64 -0.60  -0.02
H3 1.26 -1.34 1.12  0.06
H4 0.50 -2.69 0.46  0.04

Computed properties:
Gap between HOMO and LUMO (alpha / beta)   6.64 / 7.18 eV
Net charge   -1

***

So which one wins? Going from most stable to least: #A, #B.

***

#A
A single C6H7B molecule. Source: OMol25; level of theory: ωB97M-V/def2-TZVPD.

Last column: Löwdin charge in e.
Cartesian coordinates (Å):
B1 -0.14 -0.52 0.18  -0.45
C1 0.67 2.05 -2.01  0.10
C2 1.56 0.17 2.10  0.13
C3 0.33 0.94 -1.69  -0.14
C4 1.00 -0.37 1.16  0.00
C5 0.14 -0.52 -1.39  -0.10
C6 -1.43 -0.73 0.87  -0.03
H1 -1.91 -1.81 0.84  0.13
H2 0.61 3.12 -1.97  0.02
H3 2.34 0.16 2.81  0.03
H4 1.06 -1.03 -1.58  0.10
H5 -0.70 -0.84 -1.93  0.09
H6 -2.22 -0.11 0.62  0.04
H7 -1.32 -0.51 1.98  0.09

Computed properties:
Gap between HOMO and LUMO   9.79 eV
Net charge   0
Structure (SMILES)   C#CCB(C)C#C

***

#B
A molecular structure, C6H7B. Source: OMol25; level of theory: ωB97M-V/def2-TZVPD.

Last column: Löwdin charge in e.
Cartesian coordinates (Å):
B1 0.44 0.22 -0.92  -0.36
C1 2.10 0.30 -1.34  0.13
C2 1.89 0.09 -0.11  -0.16
C3 1.36 -0.09 1.21  -0.03
C4 0.11 0.01 0.80  -0.13
C5 -0.54 0.24 -2.11  -0.02
C6 -1.16 -0.08 1.65  -0.05
H1 1.86 -0.58 2.04  0.13
H2 -0.12 -0.82 -2.27  0.11
H3 -0.14 0.92 -2.95  0.10
H4 -1.62 0.28 -1.93  0.06
H5 -1.88 0.66 1.42  0.06
H6 -0.96 0.01 2.74  0.08
H7 -1.35 -1.15 1.76  0.08

Computed properties:
Gap between HOMO and LUMO   9.25 eV
Net charge   0

***

So which one wins? Going from most stable to least: #A, #B.

***

#A
A molecular structure, C11H14N4O. Source: OMol25; level of theory: ωB97M-V/def2-TZVPD.

Last column: Löwdin charge in e.
Cartesian coordinates (Å):
C1 -0.08 0.28 2.89  -0.06
C2 -1.15 0.62 2.14  -0.03
C3 -2.34 -0.47 0.21  -0.03
C4 0.95 -0.75 2.32  -0.09
C5 -1.22 0.03 0.73  -0.13
C6 -0.03 -1.47 -0.97  -0.23
C7 -2.29 -1.12 -1.11  -0.15
C8 -1.22 -2.24 -1.09  -0.08
C9 2.10 0.09 -1.09  -0.19
C10 0.06 -0.45 0.15  -0.35
C11 1.23 1.81 0.39  -0.07
N1 1.02 -0.99 1.08  0.12
N2 0.90 0.66 -0.51  -0.06
N3 1.04 -1.46 -1.64  -0.11
N4 2.60 0.72 -2.24  0.11
O1 1.44 -1.98 -2.68  -0.08
H1 0.22 0.71 3.86  0.10
H2 -1.89 1.37 2.36  0.10
H3 -3.26 -0.02 0.46  0.11
H4 1.68 -1.02 2.98  0.07
H5 -3.15 -1.66 -1.27  0.08
H6 -2.17 -0.22 -1.78  0.16
H7 -1.17 -2.80 -1.99  0.12
H8 -1.51 -2.87 -0.29  0.12
H9 2.79 -0.46 -0.50  0.13
H10 0.39 2.55 0.43  0.08
H11 1.38 1.55 1.52  0.09
H12 1.98 2.45 -0.18  0.10
H13 3.02 0.00 -2.76  0.06
H14 1.96 1.28 -2.79  0.10

Computed properties:
Gap between HOMO and LUMO   7.81 eV
Net charge   0

***

#B
A single C11H14N4O molecule. Source: OMol25; level of theory: ωB97M-V/def2-TZVPD.

Last column: Löwdin charge in e.
Cartesian coordinates (Å):
C1 2.80 -0.89 0.50  -0.09
C2 2.59 0.11 -0.32  -0.06
C3 1.07 1.98 -0.88  0.01
C4 1.87 -1.22 1.55  -0.13
C5 1.27 0.74 -0.33  -0.13
C6 -0.99 0.88 0.68  -0.15
C7 -0.23 2.71 -0.69  -0.17
C8 -0.96 2.33 0.63  -0.11
C9 -1.71 -1.27 0.07  -0.42
C10 0.21 0.00 0.40  -0.32
C11 0.39 -2.15 -0.83  -0.07
N1 0.72 -0.68 1.57  0.15
N2 -0.46 -1.09 -0.49  -0.05
N3 -2.05 0.14 0.60  -0.13
N4 -2.64 -1.79 -0.79  0.11
O1 -3.28 0.38 0.82  -0.07
H1 3.75 -1.38 0.25  0.11
H2 3.36 0.50 -0.94  0.12
H3 1.84 2.57 -1.23  0.09
H4 2.14 -1.50 2.54  0.11
H5 -0.04 3.82 -0.60  0.12
H6 -0.88 2.65 -1.69  0.16
H7 -2.02 2.80 0.79  0.15
H8 -0.37 2.77 1.51  0.15
H9 -1.73 -2.04 0.99  0.19
H10 1.28 -1.72 -1.21  0.07
H11 0.54 -2.80 0.05  0.10
H12 0.01 -2.73 -1.60  0.07
H13 -3.38 -2.04 -0.06  0.12
H14 -3.09 -1.10 -1.30  0.06

Computed properties:
Gap between HOMO and LUMO   8.02 eV
Net charge   0
Structure (SMILES)   CN1[C@H](N)[N+]([O-])=C2CCC=C3C=CC=N[C@]321

***

So which one wins? Going from most stable to least: #B, #A.

***

#A
A single C5H8S2 molecule. Source: OMol25; level of theory: ωB97M-V/def2-TZVPD.

Last column: Löwdin charge in e.
Cartesian coordinates (Å):
C1 0.99 -1.44 1.23  -0.48
C2 -0.05 -2.15 0.86  -0.68
C3 0.01 0.74 -0.03  -0.72
C4 -1.02 1.80 0.02  -0.12
C5 0.52 0.24 -1.32  -0.14
S1 0.95 0.35 1.30  0.98
S2 -1.52 -1.52 0.23  0.61
H1 1.92 -1.71 1.51  0.02
H2 -0.06 -3.22 0.84  0.05
H3 -1.02 2.22 1.09  0.10
H4 -2.05 1.66 -0.24  0.08
H5 -0.48 2.58 -0.57  0.10
H6 0.98 1.07 -1.78  0.09
H7 -0.24 -0.07 -2.06  0.10
H8 1.07 -0.54 -1.08  0.01

Computed properties:
Gap between HOMO and LUMO (alpha / beta)   6.62 / 6.62 eV
Net charge   0

***

#B
A single C5H8S2 molecule. Source: OMol25; level of theory: ωB97M-V/def2-TZVPD.

Last column: Löwdin charge in e.
Cartesian coordinates (Å):
C1 2.20 -0.44 -0.29  -0.39
C2 -0.46 -1.32 0.19  -1.12
C3 -0.75 0.15 0.25  -0.47
C4 -1.69 0.68 -0.79  -0.07
C5 -0.25 0.88 1.24  0.04
H1 1.74 0.16 -1.10  0.05
H2 3.15 -0.81 -0.62  0.02
H3 2.39 0.20 0.60  0.05
H4 -1.27 0.53 -1.78  0.08
H5 -2.67 0.18 -0.74  0.08
H6 -1.84 1.75 -0.65  0.08
H7 -0.47 1.90 1.36  0.06
H8 0.41 0.47 2.01  0.08
S1 1.18 -1.89 0.08  0.86
S2 -1.66 -2.44 0.25  0.66

Computed properties:
Gap between HOMO and LUMO   8.32 eV
Net charge   0
Structure (SMILES)   C=C(C)C(=S)SC

***

#C
A single C5H8S2 molecule. Source: OMol25; level of theory: ωB97M-V/def2-TZVPD.

Last column: Löwdin charge in e.
Cartesian coordinates (Å):
C1 1.31 -0.47 0.65  -0.54
C2 0.35 1.40 -0.76  -0.85
C3 -0.48 0.85 0.51  -0.33
C4 -0.21 -0.68 0.44  -0.45
C5 -0.82 -1.09 -0.91  -0.39
H1 1.25 -0.65 1.81  0.12
H2 1.81 -1.44 0.23  0.10
H3 0.02 2.42 -0.67  0.06
H4 -1.57 0.98 0.26  0.10
H5 -0.26 1.70 1.40  0.17
H6 -0.86 -1.21 1.23  0.16
H7 -0.27 -1.94 -1.35  0.07
H8 -2.02 -1.24 -0.80  0.13
S1 2.06 1.01 -0.03  0.81
S2 -0.32 0.36 -2.00  0.83

Computed properties:
Gap between HOMO and LUMO   9.23 eV
Net charge   0
Structure (SMILES)   C1S[C@H]2C[C@@H]1CS2

***

So which one wins? Going from most stable to least: #B, #C, #A.

***

#A
2 unconnected molecules or ions with the total composition CH4NO3P. Source: OMol25; level of theory: ωB97M-V/def2-TZVPD.

Last column: Löwdin charge in e.
Cartesian coordinates (Å):
C1 0.22 0.23 -0.90  -0.31
N1 0.58 0.70 0.43  -0.12
O1 -0.70 0.38 1.04  -0.37
O2 2.24 0.07 1.13  -0.10
O3 -2.34 -1.05 -0.51  -0.25
P1 -1.68 0.42 -0.43  0.97
H1 0.84 0.94 -1.63  0.11
H2 0.59 -0.88 -0.99  0.12
H3 2.40 0.77 1.69  -0.04
H4 -2.14 -1.58 0.17  -0.01

Computed properties:
Gap between HOMO and LUMO (alpha / beta)   9.37 / 8.95 eV
Net charge   0

***

#B
A molecular structure, CH4NO3P. Source: OMol25; level of theory: ωB97M-V/def2-TZVPD.

Last column: Löwdin charge in e.
Cartesian coordinates (Å):
C1 -0.74 -1.32 -0.61  -0.12
N1 1.09 1.06 0.88  -0.06
O1 2.58 -0.99 0.40  -0.25
O2 0.42 -0.61 -1.20  -0.22
O3 -0.18 -1.30 0.81  -0.21
P1 1.23 -0.47 0.26  0.47
H1 -1.50 -0.64 -0.71  0.09
H2 -0.66 -2.32 -0.98  0.12
H3 0.34 1.84 0.61  0.14
H4 2.00 1.41 0.67  0.03

Computed properties:
Gap between HOMO and LUMO   11.69 eV
Net charge   0

***

So which one wins? Going from most stable to least: #B, #A.

***

#A
2 unconnected molecules or ions with the total composition CH2Cl2FN. Source: OMol25; level of theory: ωB97M-V/def2-TZVPD.

Last column: Löwdin charge in e.
Cartesian coordinates (Å):
C1 1.37 0.94 1.12  -0.36
N1 0.78 -0.06 0.72  -0.35
F1 2.66 1.05 1.47  0.04
Cl1 1.63 -1.56 0.69  0.57
Cl2 -3.17 -1.10 -1.99  0.21
H1 0.80 1.77 0.97  0.10
H2 -4.06 -1.05 -2.98  -0.21

Computed properties:
Gap between HOMO and LUMO   11.50 eV
Net charge   0
Structure (SMILES)   F/C=N\Cl.Cl

***

#B
A single CH2Cl2FN molecule. Source: OMol25; level of theory: ωB97M-V/def2-TZVPD.

Last column: Löwdin charge in e.
Cartesian coordinates (Å):
C1 -0.60 -0.26 0.06  -0.25
N1 0.72 0.33 0.27  -0.98
F1 -1.62 0.83 0.31  -0.14
Cl1 1.90 -0.86 0.85  0.55
Cl2 1.27 1.32 -0.96  0.64
H1 -0.83 -0.22 -1.04  0.11
H2 -0.84 -1.14 0.50  0.07

Computed properties:
Gap between HOMO and LUMO   9.51 eV
Net charge   0
Structure (SMILES)   FCN(Cl)Cl

***

So which one wins? Going from most stable to least: #A, #B.

***

#A
2 unconnected molecules or ions with the total composition C10H15NO2. Source: OMol25; level of theory: ωB97M-V/def2-TZVPD.

Last column: Löwdin charge in e.
Cartesian coordinates (Å):
C1 -1.41 2.21 -1.17  -0.19
C2 -0.30 1.25 -0.86  -0.11
C3 -2.71 1.47 -1.12  -0.54
O1 -3.20 0.82 -2.02  0.06
N1 -3.08 1.24 0.19  0.15
H1 -1.17 3.08 -0.51  0.12
H2 -1.29 2.66 -2.17  0.12
H3 -0.30 0.29 -1.49  0.12
H4 -3.47 0.38 0.54  0.09
H5 -2.54 1.67 0.93  0.09
H6 -0.35 1.04 0.23  0.05
H7 0.69 1.50 -1.23  0.07
C4 3.37 -0.31 -0.25  -0.06
C5 1.54 -2.14 -0.06  -0.05
C6 2.11 -0.93 0.31  -0.27
C7 0.23 -2.47 0.27  -0.01
C8 -0.48 -1.56 1.03  -0.32
C9 1.52 -0.22 1.35  -0.07
C10 0.22 -0.49 1.65  -0.07
O2 -1.76 -1.71 1.52  0.02
H8 2.12 -2.80 -0.68  0.11
H9 -0.21 -3.41 -0.04  0.12
H10 4.15 -0.92 -0.78  0.09
H11 3.94 0.35 0.38  0.07
H12 1.97 0.66 1.80  0.12
H13 -2.33 -2.00 0.80  0.10
H14 -0.37 -0.01 2.44  0.13
H15 3.11 0.37 -1.07  0.07

Computed properties:
Gap between HOMO and LUMO   9.35 eV
Net charge   0
Structure (SMILES)   Cc1ccc(O)cc1.CCC(N)=O

***

#B
A single C10H15NO2 molecule. Source: OMol25; level of theory: ωB97M-V/def2-TZVPD.

Last column: Löwdin charge in e.
Cartesian coordinates (Å):
C1 -0.17 -2.19 -0.87  -0.23
C2 1.27 1.10 -1.83  0.04
C3 0.95 -0.19 -1.87  -0.07
C4 -1.11 -0.15 -0.32  -0.46
C5 -2.28 3.16 0.27  -0.09
C6 0.72 -1.97 1.72  -0.06
C7 2.55 -1.27 0.19  -0.09
C8 -2.33 1.69 0.73  -0.15
C9 1.24 -0.88 0.67  -0.35
C10 0.24 -0.82 -0.56  -0.28
N1 -0.24 -3.29 -1.17  0.21
O1 -2.14 -0.50 -0.87  0.10
O2 -1.00 0.97 0.41  -0.03
H1 1.71 1.46 -2.75  0.06
H2 0.94 1.76 -1.00  0.09
H3 1.20 -0.91 -2.61  0.11
H4 -2.07 3.09 -0.81  0.08
H5 -3.33 3.52 0.27  0.08
H6 -1.65 3.76 0.95  0.08
H7 0.72 -1.72 2.75  0.04
H8 -0.38 -2.26 1.72  0.09
H9 1.22 -2.99 1.69  0.10
H10 2.35 -2.36 -0.13  0.12
H11 2.78 -0.60 -0.65  0.07
H12 3.31 -1.22 1.01  0.11
H13 -3.09 1.24 0.01  0.12
H14 -2.57 1.57 1.87  0.15
H15 1.15 0.03 1.20  0.12

Computed properties:
Gap between HOMO and LUMO   11.06 eV
Net charge   0
Structure (SMILES)   C=C[C@](C#N)(C(=O)OCC)C(C)C

***

So which one wins? Going from most stable to least: #A, #B.